1.
Molecular formula: C27H50P2Pd
Method: DFT, ωB97M-V/def2-TZVPD

Positions of all 80 atoms, in Å:
Pd1 -1.44043 0.74100 -2.40477
C1 -0.56724 -2.36901 2.40470
C2 0.72717 -2.69438 1.91327
C3 0.97398 -1.14453 3.59417
C4 -0.41276 -1.40503 3.43899
C5 1.67832 -1.95405 2.66257
C6 -1.85826 -2.95429 1.99869
H1 -1.72674 -3.71243 1.21970
H2 -2.54312 -2.17820 1.62662
H3 -2.36910 -3.43464 2.84658
C7 -1.49721 -0.82771 4.25529
H4 -2.42855 -1.39026 4.11594
H5 -1.70015 0.22110 3.99568
H6 -1.24432 -0.85526 5.32544
C8 1.56222 -0.25663 4.61588
H7 1.30354 -0.59948 5.62920
H8 1.20330 0.77727 4.51603
H9 2.65392 -0.24495 4.53576
C9 3.14667 -2.09527 2.59344
H10 3.51453 -2.78831 3.36740
H11 3.64414 -1.13138 2.75593
H12 3.46412 -2.49163 1.62304
C10 1.04379 -3.71167 0.88786
H13 1.24208 -4.69480 1.34482
H14 1.94079 -3.43376 0.32002
H15 0.21560 -3.83632 0.18039
C11 -1.49442 1.80924 -4.05668
C12 -2.08818 0.52445 -4.28609
C13 -1.31295 -0.63273 -4.89778
C14 0.11521 -0.72183 -4.32098
C15 0.21433 -0.20651 -2.88273
C16 1.22729 0.88313 -2.63325
C17 1.08558 2.11320 -3.59585
C18 -0.12297 2.23758 -4.55219
H16 -1.27913 -0.49000 -5.98834
H17 0.82292 -0.20005 -4.97852
H18 -1.86547 -1.57019 -4.72019
H19 0.08047 1.78267 -5.53201
H20 -2.21142 2.62380 -3.88057
H21 -3.18570 0.46046 -4.33142
H22 -0.22565 3.31921 -4.74582
H23 1.12569 3.04094 -3.00903
H24 2.19402 0.40331 -2.88757
H25 2.00017 2.14417 -4.20830
H26 0.43755 -1.77420 -4.30915
H27 0.37095 -1.05285 -2.19183
P1 -3.61698 -1.50802 -2.28746
C19 -4.16122 -0.47854 -0.86785
C20 -2.33625 -2.35703 -1.28771
P2 2.97228 1.12885 -0.08461
C21 1.38815 1.36414 -1.13192
C22 3.71007 -0.35503 -0.87530
C23 4.09089 2.39584 -0.82176
H28 -3.30350 0.03346 -0.38190
H29 -4.70129 -1.13027 -0.15901
H30 -4.83756 0.28234 -1.29837
H31 -1.48632 -2.60387 -1.93884
H32 -2.80703 -3.26845 -0.88588
H33 -1.97114 -1.72608 -0.45485
H34 4.01335 2.45549 -1.91450
H35 5.11338 2.11823 -0.53559
H36 3.86130 3.36988 -0.37604
H37 1.21702 2.45331 -1.08555
H38 0.58989 0.90116 -0.52556
H39 4.38836 -0.78535 -0.12429
H40 4.28680 -0.08815 -1.77178
H41 2.95219 -1.10810 -1.12180
C24 -2.59711 2.22893 2.25438
C25 -1.18845 2.85208 2.25964
C26 -0.56678 2.95088 3.66558
C27 -0.29822 2.08808 1.39322
H42 -2.54800 1.13401 2.31068
H43 -3.10248 2.48962 1.31755
H44 -3.20429 2.59737 3.08887
H45 -1.24919 3.87942 1.85065
H46 -0.51510 1.96245 4.14407
H47 0.45352 3.34742 3.59956
H48 -1.14928 3.61706 4.31045
H49 -0.44806 1.00936 1.33170
H50 0.63648 2.52028 1.04986

Calculated values
- <S²> = 6.013
- 2S+1 = 5
- E_HOMO (alpha / beta) (eV) = -12.9 / -13.7
- relative energy (zero: lowest compared OMol25 entry of this formula, charge and spin) (kcal per mole) = 0.0
- electronic energy (eV) = -50846.2646
- E_LUMO (alpha / beta) (eV) = -6.501 / -7.932
- charge = +2


2.
Molecular formula: C27H51BIN3O9P
Method: DFT, ωB97M-V/def2-TZVPD

Positions of all 93 atoms, in Å:
C1 0.96881 1.50321 -3.40998
C2 0.46043 1.44639 -2.18350
C3 0.08277 0.96950 -0.69337
C4 0.37953 2.34528 0.17276
C5 1.96212 2.70670 -0.07686
C6 2.38821 3.94482 -1.08552
N1 2.97765 2.02327 0.47262
O1 0.84781 -0.02757 -0.06107
C7 0.92033 -1.34508 -0.77792
C8 2.23414 -1.21259 -1.61272
C9 2.46791 -1.59857 -3.12245
C10 3.58779 -2.43088 -3.54765
N2 1.23345 -2.23495 0.42083
C11 1.65099 -3.60321 0.22712
C12 1.44511 -4.40565 -1.13750
C13 -0.55515 -1.74385 -1.28618
C14 -0.81960 -2.09305 -2.82126
I1 -1.96581 -4.01314 -3.10634
C15 -1.49807 -1.06693 -3.82661
C16 -0.92085 -1.39699 -5.33880
N3 -1.68500 -0.97714 -0.54547
C17 -1.72616 -1.38047 0.94588
P1 -3.32630 -1.41281 -1.00250
C18 -4.03496 -2.98568 -0.31050
C19 -4.36994 -0.34122 -2.05204
C20 -1.48645 0.53591 -0.66553
B1 -2.42361 1.44542 0.31010
O2 -2.26125 1.61961 1.75319
O3 -3.57515 2.17306 -0.25465
C21 -3.09502 3.43878 -0.80668
H1 1.10887 1.41391 -4.55913
H2 -0.18074 3.25829 -0.25049
H3 0.27318 2.18750 1.30184
H4 2.51404 3.42819 -2.12550
H5 1.55780 4.72270 -1.21885
H6 3.42196 4.38332 -0.83252
H7 3.83386 2.50870 0.11185
H8 2.62994 -0.10307 -1.58316
H9 3.11641 -1.73208 -1.04120
H10 1.74757 -1.15588 -3.92547
H11 3.43766 -3.26971 -4.32545
H12 4.60447 -2.21181 -3.04072
H13 1.83207 -1.71036 1.08724
H14 1.16211 -4.26417 1.06219
H15 2.79607 -3.68497 0.47131
H16 0.54443 -5.13333 -0.98774
H17 1.21176 -3.80020 -2.07818
H18 2.36156 -5.09663 -1.30385
H19 -0.73739 -2.81163 -0.82508
H20 0.10492 -2.49931 -3.36772
H21 -2.62280 -1.36376 -3.92856
H22 -1.31866 0.04923 -3.69352
H23 0.21715 -1.27760 -5.41495
H24 -1.30993 -2.42551 -5.68930
H25 -1.42101 -0.61125 -6.03372
H26 -1.51995 -2.49456 1.12213
H27 -0.96751 -0.80113 1.58190
H28 -2.78393 -1.21391 1.40928
H29 -4.75124 -2.72504 0.56962
H30 -3.26833 -3.73244 0.12000
H31 -4.71418 -3.50144 -1.10753
H32 -5.06770 0.35954 -1.43218
H33 -5.07065 -0.94244 -2.76787
H34 -3.78303 0.37681 -2.76192
H35 -1.86921 0.78318 -1.74288
H36 -1.78119 2.45560 1.96175
H37 -2.43167 4.04156 -0.05722
H38 -2.47030 3.16499 -1.75388
H39 -4.03176 4.06514 -1.06100
C22 -3.35212 -6.50454 5.46940
O4 -3.24864 -5.31616 4.68527
C23 -2.26545 -4.48230 5.07282
O5 -1.50288 -4.66185 5.99240
O6 -2.28017 -3.41039 4.25458
C24 -1.28267 -2.43462 4.55035
H40 -4.17437 -7.09947 5.06853
H41 -2.43413 -7.09344 5.39988
H42 -3.57789 -6.26106 6.51041
H43 -0.28194 -2.86139 4.44395
H44 -1.42518 -2.02842 5.55474
H45 -1.38730 -1.61951 3.83165
C25 4.08869 9.29259 3.50855
O7 3.52967 8.24075 2.72250
C26 4.25115 7.10420 2.72699
O8 5.28774 6.92295 3.32137
O9 3.61522 6.20281 1.95215
C27 4.27218 4.94015 1.86409
H46 3.42621 10.15628 3.43157
H47 4.15065 8.99771 4.55905
H48 5.07259 9.57735 3.12778
H49 4.34094 4.47210 2.84933
H50 5.26416 5.05177 1.41808
H51 3.67520 4.29586 1.21769

Calculated values
- 2S+1 = 1
- E_HOMO (eV) = -10.3
- electronic energy (eV) = -69770.6561
- E_LUMO (eV) = -2.931
- charge = +1


3.
Molecular formula: C27H51FO27
Method: DFT, ωB97M-V/def2-TZVPD

Positions of all 106 atoms, in Å:
O1 -3.22014 5.42713 2.87695
C1 -2.81836 4.78725 3.78147
O2 -2.90276 5.14891 5.08218
C2 -2.34106 4.09973 5.89030
C3 -2.39276 2.90773 4.92525
F1 -3.58972 2.27594 5.10539
O3 -2.28490 3.55946 3.69740
H1 -1.36908 4.34869 6.31249
H2 -3.04033 3.95744 6.71180
H3 -1.58541 2.18283 4.98925
C4 2.31950 -1.99639 -1.66746
O4 2.67846 -1.82110 -3.02846
C5 3.98689 -1.72589 -3.24032
O5 4.78007 -1.61656 -2.34327
O6 4.19395 -1.78213 -4.55196
C6 5.55362 -1.97848 -4.94466
H4 2.73326 -1.23641 -1.01517
H5 2.67434 -2.97213 -1.31671
H6 1.23913 -2.07185 -1.58892
H7 5.59199 -2.31164 -5.97905
H8 6.03266 -2.77014 -4.36680
H9 6.03721 -1.00651 -4.81967
C7 -1.68812 7.27641 -4.64370
O7 -1.33354 7.20090 -3.26183
C8 -1.95182 6.32144 -2.49313
O8 -2.77943 5.52224 -2.85394
O9 -1.46698 6.45119 -1.26786
C9 -2.15946 5.86011 -0.18455
H10 -1.16785 6.52253 -5.22249
H11 -1.51876 8.30443 -4.95058
H12 -2.77185 7.16567 -4.71857
H13 -3.19862 6.18661 -0.17309
H14 -1.67876 6.05255 0.76783
H15 -2.16855 4.77105 -0.29822
C10 -0.07733 -4.61429 -0.70275
O10 -0.74644 -4.33099 -1.93390
C11 -0.41115 -5.05201 -2.99960
O11 0.28666 -6.03369 -2.97531
O12 -0.99255 -4.53822 -4.05958
C12 -0.69462 -5.07212 -5.32701
H16 0.10346 -5.67330 -0.53990
H17 -0.71891 -4.19754 0.06873
H18 0.86665 -4.07583 -0.73129
H19 -1.32135 -4.60375 -6.08132
H20 -0.78082 -6.15405 -5.41926
H21 0.33503 -4.80969 -5.58915
C13 -1.17352 1.84626 0.76387
O13 -0.26588 1.14642 1.62009
C14 0.66728 0.38941 1.10440
O14 0.88688 0.17649 -0.05211
O15 1.29630 -0.19782 2.13974
C15 2.19564 -1.22649 1.79757
H22 -2.11342 1.91423 1.30444
H23 -1.31351 1.25107 -0.13843
H24 -0.65863 2.79364 0.59470
H25 1.75673 -2.10183 1.31847
H26 2.72602 -1.58390 2.68257
H27 3.03170 -0.86000 1.19232
C16 3.82028 1.43907 -1.63044
O16 3.49565 2.29260 -0.54406
C17 3.84173 1.85645 0.65762
O17 4.65243 0.98188 0.85931
O18 3.17512 2.54079 1.56938
C18 3.25590 2.14398 2.92871
H28 4.84856 1.08528 -1.62381
H29 3.50989 1.90876 -2.55845
H30 3.21917 0.53073 -1.55976
H31 2.28275 1.78245 3.24901
H32 3.53355 3.01453 3.52446
H33 4.05177 1.42385 3.11478
C19 -4.20625 -3.79227 -1.04493
O19 -3.64694 -2.95712 -0.06359
C20 -4.14430 -2.90405 1.16895
O20 -5.06882 -3.54678 1.57603
O21 -3.49185 -2.02401 1.91532
C21 -2.21711 -1.51586 1.48733
H34 -4.51072 -4.72656 -0.54798
H35 -3.52114 -4.04220 -1.84517
H36 -5.18234 -3.46132 -1.40937
H37 -1.70105 -2.34674 1.01021
H38 -1.61413 -1.14577 2.31129
H39 -2.48716 -0.71800 0.79426
C22 5.08342 -2.68768 0.49474
O22 4.79585 -3.38195 1.71175
C23 3.82995 -4.30287 1.67926
O23 3.10021 -4.49482 0.73520
O24 3.74416 -4.97597 2.80266
C24 4.46886 -4.73266 3.99800
H40 5.53771 -1.72972 0.72997
H41 4.22317 -2.47940 -0.12671
H42 5.74337 -3.31609 -0.10059
H43 4.19889 -3.72301 4.31223
H44 5.55202 -4.77959 3.89077
H45 4.17283 -5.45399 4.75143
C25 -3.75612 1.73522 -1.88084
O25 -4.21625 1.08086 -0.70923
C26 -4.98360 1.76720 0.14902
O26 -5.51217 2.82075 -0.02853
O27 -5.06526 0.99381 1.23241
C27 -5.69221 1.54882 2.37998
H46 -2.89196 1.18034 -2.23213
H47 -3.46839 2.79007 -1.84331
H48 -4.56178 1.74622 -2.61839
H49 -6.05566 0.70824 2.95921
H50 -6.44086 2.30766 2.15064
H51 -4.97817 2.12583 2.97612

Calculated values
- structure (SMILES) = O=C1OC[C@@H](F)O1.COC(=O)OC.COC(=O)OC.COC(=O)OC.COC(=O)OC.COC(=O)OC.COC(=O)OC.COC(=O)OC.COC(=O)OC
- 2S+1 = 1
- E_HOMO (eV) = -10.5
- relative energy (zero: lowest compared OMol25 entry of this formula, charge and spin) (kcal per mole) = 0.0
- electronic energy (eV) = -86825.1434
- E_LUMO (eV) = 0.194


4.
Molecular formula: C27H51N2OP3PdSe
Method: DFT, ωB97M-V/def2-TZVPD

Positions of all 86 atoms, in Å:
Pd1 -1.10039 -0.41125 -0.46075
P1 -2.06191 -2.52308 -0.10901
P2 0.76106 -0.63343 0.88068
P3 3.50137 -2.11081 -3.92466
H1 -2.07451 1.76247 -1.61547
C1 -1.73409 0.80730 -2.01320
C2 -2.60038 -0.31154 -1.90920
H2 -3.57349 -0.21867 -1.41112
C3 -3.34021 -2.29590 1.17308
C4 -0.96692 -3.84040 0.51747
C5 -2.91188 -3.35963 -1.48388
C6 1.86735 0.78254 1.15478
C7 0.30476 -1.20475 2.56431
C8 1.96345 -1.90022 0.34603
C9 2.60158 -1.79098 -5.44124
C10 2.69004 -3.39720 -2.97548
C11 5.20739 -2.52024 -4.28059
H3 -0.99765 0.82098 -2.81469
H4 -2.49912 -1.12090 -2.64000
H5 -4.22081 -1.83527 0.70989
H6 -2.97080 -1.62822 1.96069
H7 -3.61606 -3.26551 1.60561
H8 -0.52733 -3.57373 1.48558
H9 -0.16400 -4.02250 -0.20812
H10 -1.55995 -4.75845 0.63098
H11 -3.90367 -2.91908 -1.63525
H12 -3.01382 -4.43080 -1.26225
H13 -2.32306 -3.24833 -2.40182
H14 2.62812 0.49615 1.89473
H15 1.32210 1.65788 1.52066
H16 2.36659 1.03496 0.20872
H17 1.00696 -1.98648 2.88572
H18 -0.71369 -1.61295 2.59935
H19 0.37358 -0.36688 3.26890
H20 2.73539 -2.00263 1.12317
H21 2.43425 -1.56709 -0.58816
H22 1.48432 -2.87420 0.19715
H23 3.26811 -1.98364 -6.29282
H24 2.26356 -0.74723 -5.46744
H25 1.72978 -2.45821 -5.48930
H26 2.96908 -4.37608 -3.39416
H27 1.59772 -3.27722 -3.03937
H28 2.99789 -3.34703 -1.92135
H29 5.27080 -2.95052 -5.28970
H30 5.58788 -3.23864 -3.54214
H31 5.81163 -1.60427 -4.23052
C12 2.45778 1.45601 -3.78176
C13 1.11270 1.06642 -3.88266
C14 0.34215 1.45141 -4.97672
C15 0.92458 2.21727 -5.99803
C16 2.26061 2.62865 -5.88993
C17 3.03033 2.26477 -4.78390
Se1 3.40167 0.73605 -2.31133
H32 3.46151 -0.67954 -3.10060
H33 0.71570 0.45199 -3.07384
H34 -0.70801 1.15938 -5.03639
H35 0.33059 2.48796 -6.87226
H36 2.70019 3.24039 -6.67929
H37 4.06660 2.57740 -4.67416
C18 1.05534 2.28562 6.54890
C19 0.01385 3.18902 5.92703
N1 -0.65805 2.57104 4.77606
C20 -1.28150 1.25328 5.02931
C21 -2.74527 1.29721 5.43482
C22 -1.28420 3.49181 3.94176
O1 -1.21355 4.70284 4.13969
C23 -2.00732 2.94328 2.74650
C24 -3.19280 3.55005 2.31461
C25 -3.84344 2.99032 1.22553
C26 -3.25881 1.88899 0.57599
N2 -2.09565 1.35700 0.95482
C27 -1.45649 1.89583 1.99891
H38 0.61435 1.62170 7.29644
H39 1.79079 2.91633 7.05237
H40 1.57818 1.69346 5.79247
H41 -0.74619 3.47564 6.67572
H42 0.48453 4.10872 5.56313
H43 -1.17397 0.64534 4.12156
H44 -0.67468 0.77656 5.80657
H45 -3.38463 1.55468 4.58313
H46 -3.03963 0.30685 5.79705
H47 -2.90165 2.02594 6.23966
H48 -3.56954 4.42096 2.85456
H49 -4.78068 3.38240 0.83922
H50 -3.72148 1.45964 -0.31291
H51 -0.47495 1.48899 2.25212

Calculated values
- <S²> = 6.048
- 2S+1 = 5
- E_HOMO (alpha / beta) (eV) = -17.6 / -18.3
- relative energy (zero: lowest compared OMol25 entry of this formula, charge and spin) (kcal per mole) = 0.0
- electronic energy (eV) = -130504.6178
- E_LUMO (alpha / beta) (eV) = -10.617 / -14.227
- charge = +4


5.
Molecular formula: C27H51NO2Si2Zn
Method: DFT, ωB97M-V/def2-TZVPD

Positions of all 84 atoms, in Å:
O1 0.90432 0.70122 -2.77011
O2 -3.86561 -2.10303 -2.62649
C1 0.05256 1.86226 -2.94912
C2 0.72915 2.83463 -3.89696
H1 -0.16634 2.35843 -1.97710
H2 -0.92816 1.56305 -3.37902
H3 1.60361 3.29400 -3.44701
H4 0.05694 3.63665 -4.19499
H5 1.03887 2.31470 -4.79629
C3 0.28926 -0.56808 -3.01505
C4 -0.71949 -0.61241 -4.15129
H6 -0.20772 -0.87883 -2.08419
H7 1.09652 -1.28953 -3.19636
H8 -1.73290 -0.54569 -3.73657
H9 -0.66324 -1.57912 -4.67428
H10 -0.54842 0.18828 -4.87450
C5 -3.28201 -2.95705 -1.65999
C6 -4.79083 -1.18478 -2.05928
C7 -2.46215 -4.02026 -2.36260
H11 -4.04630 -3.44674 -1.03206
H12 -2.63898 -2.35741 -0.99023
H13 -3.03447 -4.54301 -3.13171
H14 -2.11652 -4.76220 -1.64141
H15 -1.60934 -3.54186 -2.84740
C8 -5.77494 -0.75884 -3.13075
H16 -4.22529 -0.31467 -1.68212
H17 -5.36216 -1.59071 -1.20547
H18 -5.22099 -0.38409 -3.99235
H19 -6.44558 0.01285 -2.74448
H20 -6.37468 -1.61153 -3.46710
H21 -1.13332 0.93101 1.20789
Zn1 2.26472 0.81592 0.18172
C9 -2.10021 1.06730 0.72139
Si1 -3.00983 1.30680 2.33477
H22 -2.05613 1.95139 0.06773
H23 -2.29453 0.18311 0.10620
C10 -4.30593 2.64526 2.00807
C11 -1.47487 1.93873 3.31315
C12 -3.05860 -0.55930 2.72861
C13 3.46113 0.60278 -1.27912
Si2 3.75757 -1.21429 -0.95127
H24 4.31724 1.27751 -1.09350
H25 3.01658 0.82621 -2.26582
C14 4.43321 -1.66902 -2.65077
C15 2.34214 -2.39596 -0.58101
C16 4.88850 -1.36696 0.53748
H26 -3.10147 -1.17974 1.81767
H27 -3.85681 -0.90000 3.38994
H28 -2.09668 -0.80882 3.21070
H29 -3.78130 3.48089 1.50749
H30 -4.74384 3.06125 2.93085
H31 -5.10985 2.30784 1.33214
H32 -0.74547 2.37890 2.61635
H33 -0.97706 1.08277 3.80126
H34 -1.72476 2.70680 4.04786
H35 2.36367 -3.19097 -1.34139
H36 1.33496 -1.96289 -0.58831
H37 2.49259 -2.87205 0.39677
H38 5.28315 -2.39218 0.57890
H39 4.37030 -1.16238 1.48798
H40 5.72600 -0.66222 0.44950
H41 5.19002 -2.46006 -2.58086
H42 4.88123 -0.76057 -3.07699
H43 3.61629 -1.99513 -3.31051
C17 1.04744 -2.34113 3.70433
C18 1.75537 -1.73744 4.74662
C19 2.26033 -0.44929 4.55194
C20 2.13563 0.15540 3.28444
N1 1.58410 -0.51512 2.24035
C21 0.95130 -1.67853 2.47178
C22 2.47297 1.57211 3.05091
C23 2.94337 2.44672 4.07119
C24 3.09496 3.80741 3.77263
C25 2.69166 4.32290 2.52876
C26 2.20308 3.44081 1.52602
C27 2.22485 2.07542 1.76690
H44 0.58648 -3.32523 3.81098
H45 1.91278 -2.26303 5.69267
H46 2.75367 0.10381 5.34245
H47 0.36196 -2.10806 1.64740
H48 3.17842 2.04652 5.06314
H49 3.51952 4.48862 4.51395
H50 2.75046 5.39261 2.30402
H51 1.84789 3.83740 0.57090

Calculated values
- 2S+1 = 1
- E_HOMO (eV) = -7.5
- relative energy (zero: lowest compared OMol25 entry of this formula, charge and spin) (kcal per mole) = 19.7
- electronic energy (eV) = -98583.2574
- E_LUMO (eV) = 0.315


Look up the 2S+1 of the first one.
5